(1)
DFT (wB97M-V/def2-TZVPD) results for one molecule with the formula C21H21F3N4O2S in a non-equilibrium geometry.

## Properties
- Kohn-Sham gap (eV) = 7.39
- net charge = 0
- E_HOMO (eV) = -7.39

The geometry in XYZ format:
```
52
Properties=species:S:1:pos:R:3:forces:R:3
C -4.902 -4.039 -0.074 4.9 -1.3 -8.1
C -4.240 -2.730 -0.232 0.5 -1.7 0.6
C -4.354 -1.836 0.688 2.5 7.9 1.9
C -3.601 -0.532 0.659 0.4 -0.4 -3.1
C -2.755 -0.109 -0.443 -3.1 -11.0 -2.1
C -2.512 -1.210 -1.289 0.5 0.1 -2.7
C -3.233 -2.395 -1.040 3.6 -1.5 -9.7
H -3.118 -3.130 -2.135 -0.1 1.7 3.5
H -1.821 -1.046 -2.322 -2.0 -0.9 3.2
N -2.122 0.952 -0.238 8.5 0.1 -14.0
C -2.447 1.296 0.787 -2.5 11.4 13.0
N -3.341 0.618 1.357 -9.2 -3.0 10.0
H -4.103 0.971 2.279 3.7 -1.2 -3.7
S -2.278 2.920 1.480 0.7 1.2 0.0
C -1.257 3.799 0.075 2.3 -2.9 7.2
H -1.421 4.767 0.301 -0.7 3.3 -0.1
H -1.689 3.318 -0.652 -1.6 -2.0 -4.9
C 0.216 3.486 0.573 -9.1 -11.8 -4.5
O 0.929 4.297 0.617 10.1 11.7 2.1
N 0.597 2.080 0.460 -7.3 3.6 -0.6
C 1.809 1.648 0.672 4.9 -5.0 3.0
C 2.803 2.094 1.710 -9.9 5.9 -5.1
C 3.852 1.412 2.021 4.3 0.2 5.1
C 4.104 0.113 1.762 -0.1 -2.1 -4.5
C 3.253 -0.386 0.465 0.0 0.3 5.9
C 1.975 0.226 0.210 6.9 4.7 3.0
N 1.027 -0.170 -0.548 -3.2 -7.5 -5.3
C 1.047 -1.857 -0.836 0.1 6.0 11.4
H 1.325 -2.201 0.358 -0.4 0.4 -3.6
C 1.762 -2.355 -1.814 7.5 -4.3 -7.4
O 1.535 -1.751 -3.191 0.1 0.6 2.6
C 1.753 -0.207 -3.094 -0.6 -4.8 4.5
C 0.884 0.296 -1.918 0.5 5.8 -0.4
H 1.112 1.519 -1.802 -0.4 -2.9 -0.7
H -0.175 0.316 -2.110 -0.3 -0.4 -0.6
H 1.544 -0.077 -4.060 -1.6 1.9 -3.5
H 2.789 -0.052 -2.962 1.3 0.2 0.5
H 1.582 -3.548 -1.804 0.2 2.6 -0.7
H 2.929 -2.253 -1.688 -2.1 -0.2 0.0
H 0.097 -2.050 -0.853 -5.7 -0.9 -0.5
H 3.253 -1.467 0.570 0.3 -0.2 -1.2
H 5.050 -0.436 2.186 -2.2 1.0 -1.1
C 4.823 2.276 3.002 -5.3 -3.5 0.6
F 4.140 3.184 3.879 1.5 -2.0 -1.1
F 5.596 1.406 3.631 0.5 0.3 1.7
F 5.504 2.936 2.216 3.6 3.9 -2.6
H 2.330 3.225 1.992 2.6 -3.2 0.0
H -0.361 1.551 0.115 3.9 0.4 0.8
H -4.910 -1.899 1.492 -3.1 -0.8 4.0
H -4.017 -4.834 -0.061 -2.3 1.3 0.1
H -5.484 -4.102 -1.079 0.7 -0.8 1.8
H -5.479 -4.033 0.687 -3.9 -0.4 5.2
```
Positions in Å, forces in eV/Å.

Calculated atomic charges, method Mulliken, unit e: atom 1 (C): -1.514, atom 2 (C): 0.635, atom 3 (C): -0.910, atom 4 (C): 0.047, atom 5 (C): 0.371, atom 6 (C): -0.387, atom 7 (C): -0.214, atom 8 (H): 0.028, atom 9 (H): 0.215, atom 10 (N): -0.195, atom 11 (C): 0.090, atom 12 (N): -0.198, atom 13 (H): 0.439, atom 14 (S): -0.244, atom 15 (C): -0.935, atom 16 (H): 0.489, atom 17 (H): 0.371, atom 18 (C): 0.492, atom 19 (O): -0.348, atom 20 (N): 0.159, atom 21 (C): 0.350, atom 22 (C): -0.678, atom 23 (C): 0.149, atom 24 (C): -0.880, atom 25 (C): -0.686, atom 26 (C): 0.908, atom 27 (N): 0.088, atom 28 (C): -1.178, atom 29 (H): 0.421, atom 30 (C): -0.176, atom 31 (O): -0.475, atom 32 (C): -0.879, atom 33 (C): -0.306, atom 34 (H): 0.254, atom 35 (H): 0.207, atom 36 (H): 0.461, atom 37 (H): 0.359, atom 38 (H): 0.295, atom 39 (H): 0.225, atom 40 (H): 0.651, atom 41 (H): 0.358, atom 42 (H): 0.296, atom 43 (C): 0.918, atom 44 (F): -0.285, atom 45 (F): -0.276, atom 46 (F): -0.220, atom 47 (H): 0.058, atom 48 (H): 0.087, atom 49 (H): 0.509, atom 50 (H): 0.278, atom 51 (H): 0.301, atom 52 (H): 0.476

(2)
DFT (wB97M-V/def2-TZVPD) results for a 3-piece molecular cluster, C21H21FN2O4S overall in a non-equilibrium geometry.

## Properties
- Kohn-Sham gap (eV) = 4.78
- net charge = 0
- E_HOMO (eV) = -8.55

The geometry in XYZ format:
```
50
Properties=species:S:1:pos:R:3:forces:R:3
C 0.090 2.863 -0.984 -0.1 0.5 0.2
C -0.696 2.859 -2.269 -0.3 0.7 -1.2
N -1.700 1.990 -2.367 1.6 -2.2 1.4
F -0.630 -1.601 0.527 -0.5 0.6 -0.1
C -1.849 1.330 -3.513 0.1 1.2 -1.1
C -2.158 -0.138 -3.434 -0.6 0.0 -0.1
C -1.574 2.013 -4.718 0.2 -0.1 0.6
C -0.945 3.270 -4.639 -0.4 -0.2 0.5
C -0.918 4.196 -5.823 0.3 0.1 -0.2
C -0.361 3.622 -3.405 -0.2 -0.5 0.0
H 0.753 3.732 -0.932 -0.1 0.0 0.0
H -0.584 2.869 -0.119 0.2 -0.1 -0.1
H 0.734 1.961 -0.924 -0.6 0.4 -0.1
H -2.541 -0.515 -4.385 -0.1 0.0 0.0
H -1.244 -0.721 -3.208 -0.4 0.5 0.1
H -2.896 -0.326 -2.647 0.2 -0.1 -0.1
H -1.835 1.565 -5.673 0.0 0.1 0.1
H -0.396 5.121 -5.565 0.0 -0.1 -0.1
H -0.413 3.738 -6.680 0.0 0.1 0.1
H -1.930 4.469 -6.151 0.2 -0.2 0.2
H 0.340 4.449 -3.321 -0.1 -0.1 -0.1
C -1.703 3.018 3.148 0.3 -0.4 -0.1
C -0.317 2.980 2.965 0.0 -0.2 0.1
C 0.390 1.783 3.131 0.2 0.0 0.2
C -0.270 0.613 3.519 -0.3 0.1 -1.0
S 0.689 -0.886 3.902 -1.0 2.3 2.6
C 0.794 -1.785 2.431 0.5 0.0 0.7
C 1.454 -2.969 2.160 0.6 -1.6 -0.8
C 1.320 -3.326 0.760 -0.3 0.6 0.6
C 1.828 -4.482 0.227 1.0 -1.6 0.3
C 2.518 -5.379 1.089 -1.6 3.3 0.5
N 3.057 -6.581 0.561 1.8 -3.8 -1.3
O 3.674 -7.335 1.353 -1.3 1.7 -1.4
O 2.914 -6.857 -0.655 0.0 1.1 2.7
C 2.679 -5.055 2.469 0.2 -0.7 -0.4
C 2.168 -3.895 3.013 -0.5 0.6 -0.6
O 1.988 -0.393 4.307 0.0 -0.8 -0.9
O -0.116 -1.558 4.905 0.5 -0.6 -1.1
C -1.669 0.624 3.576 0.0 0.0 0.2
C -2.376 1.823 3.408 0.1 -0.2 0.1
H -2.251 3.959 3.050 0.2 -0.4 0.0
H 0.223 3.890 2.702 -0.1 -0.3 0.1
H 1.469 1.767 2.981 -0.2 0.0 0.1
H 0.068 -1.430 1.491 -0.6 0.1 -0.9
H 0.703 -2.639 0.162 0.4 -0.3 0.1
H 1.704 -4.714 -0.832 0.1 0.0 0.4
H 3.226 -5.773 3.072 -0.2 0.2 0.0
H 2.269 -3.674 4.071 0.1 -0.1 -0.1
H -2.213 -0.299 3.772 0.1 0.2 0.1
H -3.466 1.825 3.490 0.4 -0.1 0.0
```
Positions in Å, forces in eV/Å.

Calculated atomic charges, method Mulliken, unit e: atom 1 (C): -1.045, atom 2 (C): 0.372, atom 3 (N): -0.396, atom 4 (F): -0.755, atom 5 (C): 0.432, atom 6 (C): -1.163, atom 7 (C): -0.458, atom 8 (C): 0.832, atom 9 (C): -1.293, atom 10 (C): -0.543, atom 11 (H): 0.333, atom 12 (H): 0.252, atom 13 (H): 0.247, atom 14 (H): 0.353, atom 15 (H): 0.215, atom 16 (H): 0.334, atom 17 (H): 0.317, atom 18 (H): 0.342, atom 19 (H): 0.315, atom 20 (H): 0.295, atom 21 (H): 0.274, atom 22 (C): -0.358, atom 23 (C): -0.749, atom 24 (C): -0.164, atom 25 (C): 0.056, atom 26 (S): 1.364, atom 27 (C): 0.089, atom 28 (C): 0.013, atom 29 (C): -0.543, atom 30 (C): -0.652, atom 31 (C): 0.187, atom 32 (N): 0.909, atom 33 (O): -0.551, atom 34 (O): -0.539, atom 35 (C): -0.468, atom 36 (C): -0.446, atom 37 (O): -0.632, atom 38 (O): -0.613, atom 39 (C): -0.126, atom 40 (C): -0.625, atom 41 (H): 0.384, atom 42 (H): 0.401, atom 43 (H): 0.383, atom 44 (H): 0.578, atom 45 (H): 0.690, atom 46 (H): 0.465, atom 47 (H): 0.471, atom 48 (H): 0.482, atom 49 (H): 0.360, atom 50 (H): 0.373

(3)
DFT (wB97M-V/def2-TZVPD) results for C21H21FeNO3 as an isolated structure in a non-equilibrium geometry.

## Properties
- expectation value of S² = 6.130
- multiplicity = 5
- Kohn-Sham gap (alpha / beta) (eV) = 2.82 / 4.77
- net charge = -2
- E_HOMO (alpha / beta) (eV) = 1.53 / -0.42

The geometry in XYZ format:
```
47
Properties=species:S:1:pos:R:3:forces:R:3
C -0.278 -3.558 -0.050 -0.2 0.1 -0.3
C -1.193 -4.663 -0.542 -0.5 -0.3 -0.1
O -1.697 -4.237 -1.799 -0.5 -1.2 -0.1
C -1.231 -2.943 -2.058 2.0 1.0 2.8
O -1.560 -2.388 -3.094 -0.2 -0.1 -0.3
N -0.444 -2.521 -1.015 -0.6 0.5 -2.0
H -0.602 -3.236 0.953 0.3 0.0 0.0
H 0.748 -3.967 0.015 0.1 0.4 0.1
H -0.638 -5.599 -0.667 -0.3 -0.2 0.0
H -2.017 -4.791 0.169 -0.2 -0.3 -0.2
C 6.291 -0.589 -0.060 -0.8 0.0 -0.9
O 5.459 -0.519 -1.243 1.4 -0.3 0.5
C 4.152 -0.189 -1.080 -1.5 0.5 0.6
C 3.345 -0.053 -2.244 1.0 -0.2 0.6
C 2.038 0.336 -2.135 -0.4 0.2 0.4
C 1.442 0.618 -0.863 0.7 -0.2 0.1
C 0.126 1.080 -0.782 -0.4 0.4 -0.2
C -0.539 1.347 0.479 0.7 -0.3 1.8
C -0.684 2.640 1.166 2.3 -0.5 0.3
C -1.247 2.401 2.475 1.6 -0.1 0.9
C -1.510 0.981 2.605 1.5 -0.3 0.7
C -1.108 0.332 1.379 2.2 -0.1 0.3
Fe -2.415 1.756 1.015 -0.2 -0.5 0.3
C -4.193 0.947 0.687 -1.5 0.5 -1.0
C -3.493 1.233 -0.557 -1.8 0.6 -0.7
C -3.170 2.653 -0.571 -1.9 0.2 -0.7
C -3.666 3.240 0.667 -1.7 0.3 -1.0
C -4.299 2.185 1.442 -1.6 0.4 -0.8
C 2.268 0.435 0.300 -0.8 0.2 -0.3
C 3.581 0.048 0.195 0.7 -0.2 -0.8
H 7.270 -0.858 -0.450 0.0 0.0 0.2
H 6.335 0.381 0.457 0.0 -0.2 -0.1
H 5.930 -1.359 0.638 0.1 0.2 -0.2
H 3.811 -0.251 -3.208 -0.1 0.0 0.1
H 1.410 0.436 -3.022 0.2 -0.1 0.2
H -0.420 1.294 -1.707 0.2 -0.2 0.1
H -0.326 3.576 0.742 -0.2 -0.2 0.2
H -1.394 3.148 3.251 -0.1 -0.1 -0.2
H -1.879 0.481 3.496 -0.1 0.1 -0.2
H -1.097 -0.726 1.131 -0.2 0.3 0.1
H -4.640 -0.006 0.956 0.3 0.2 0.0
H -3.327 0.530 -1.369 0.2 0.1 0.3
H -2.719 3.195 -1.397 0.1 -0.2 0.3
H -3.632 4.295 0.929 0.1 -0.3 0.0
H -4.826 2.316 2.384 0.2 -0.1 -0.2
H 1.845 0.628 1.287 -0.1 0.0 -0.3
H 4.194 -0.058 1.092 -0.3 0.0 -0.2
```
Positions in Å, forces in eV/Å.

Calculated atomic charges, method Mulliken, unit e: atom 1 (C): -0.290, atom 2 (C): -0.385, atom 3 (O): -0.411, atom 4 (C): 0.422, atom 5 (O): -0.746, atom 6 (N): -0.339, atom 7 (H): 0.160, atom 8 (H): 0.161, atom 9 (H): 0.259, atom 10 (H): 0.217, atom 11 (C): -0.819, atom 12 (O): -0.483, atom 13 (C): 1.038, atom 14 (C): -0.581, atom 15 (C): -0.633, atom 16 (C): 1.040, atom 17 (C): -1.253, atom 18 (C): 1.441, atom 19 (C): -0.451, atom 20 (C): -0.676, atom 21 (C): -0.593, atom 22 (C): -0.101, atom 23 (Fe): -0.597, atom 24 (C): -0.812, atom 25 (C): -0.517, atom 26 (C): -0.557, atom 27 (C): -0.494, atom 28 (C): -0.726, atom 29 (C): -0.949, atom 30 (C): -0.258, atom 31 (H): 0.235, atom 32 (H): 0.322, atom 33 (H): 0.309, atom 34 (H): 0.344, atom 35 (H): 0.321, atom 36 (H): 0.173, atom 37 (H): 0.426, atom 38 (H): 0.403, atom 39 (H): 0.445, atom 40 (H): 0.179, atom 41 (H): 0.440, atom 42 (H): 0.519, atom 43 (H): 0.472, atom 44 (H): 0.400, atom 45 (H): 0.403, atom 46 (H): 0.258, atom 47 (H): 0.283

(4)
DFT (wB97M-V/def2-TZVPD) results for an isolated ion of composition C21H21N2O and charge +1 in a non-equilibrium geometry.

## Properties
- Kohn-Sham gap (eV) = 7.31
- net charge = +1
- E_HOMO (eV) = -11.02
- SMILES string = Cc1ccc[n+](C[C@@H](O)Cn2c3ccccc3c3ccccc32)c1

The geometry in XYZ format:
```
45
Properties=species:S:1:pos:R:3:forces:R:3
C -3.772 -0.900 0.735 -0.2 0.0 0.1
C -2.521 -0.103 0.841 0.3 0.3 0.0
C -1.450 -0.559 1.598 -0.6 0.1 -0.1
N -0.346 0.180 1.795 -0.5 0.2 -0.2
C -0.237 1.392 1.231 -0.2 0.4 -0.2
C -1.233 1.882 0.416 -0.1 -0.1 0.2
C -2.386 1.135 0.215 0.3 -0.2 0.4
H -3.183 1.517 -0.402 -0.1 0.0 -0.1
H -1.111 2.848 -0.044 0.1 0.1 0.0
H 0.651 1.965 1.443 0.1 -0.1 0.0
C 0.698 -0.319 2.668 1.1 -0.2 0.8
H 0.732 0.289 3.577 -0.1 -0.1 -0.1
H 0.466 -1.343 2.967 -0.1 0.1 -0.1
C 2.128 -0.327 2.088 -0.3 0.0 -0.6
O 2.895 -0.878 3.123 0.0 -0.2 0.2
H 3.831 -0.878 2.893 0.0 0.1 0.0
H 2.449 0.704 1.874 -0.1 -0.1 0.0
C 2.248 -1.163 0.791 0.2 0.1 0.5
N 1.457 -0.627 -0.276 0.1 0.0 -0.1
C 1.722 0.558 -0.935 -0.2 0.3 -0.5
C 2.799 1.424 -0.807 0.1 0.0 0.1
C 2.815 2.557 -1.598 0.0 0.0 0.1
C 1.787 2.830 -2.499 -0.1 0.1 -0.1
C 0.719 1.968 -2.641 0.1 -0.1 0.1
C 0.683 0.821 -1.857 0.4 0.0 0.2
C -0.239 -0.275 -1.754 0.1 -0.3 0.2
C -1.432 -0.578 -2.394 0.1 -0.1 0.1
C -2.083 -1.752 -2.062 -0.1 0.0 -0.1
C -1.563 -2.610 -1.099 0.1 0.0 0.1
C -0.386 -2.318 -0.430 0.1 -0.2 -0.1
C 0.283 -1.151 -0.773 -0.4 0.1 -0.4
H 0.012 -3.011 0.296 0.0 -0.1 0.1
H -2.083 -3.529 -0.873 -0.1 -0.1 0.0
H -2.998 -2.019 -2.567 -0.1 0.0 -0.1
H -1.829 0.082 -3.150 -0.1 0.1 -0.1
H -0.067 2.168 -3.353 -0.1 0.1 -0.1
H 1.839 3.723 -3.101 0.0 0.1 -0.1
H 3.646 3.240 -1.524 0.1 0.1 0.0
H 3.618 1.219 -0.134 0.1 0.0 0.1
H 3.303 -1.181 0.492 -0.1 -0.1 0.0
H 1.942 -2.191 0.994 0.1 0.1 0.0
H -1.500 -1.514 2.097 0.1 0.0 0.0
H -3.605 -1.940 0.994 0.0 -0.1 0.0
H -4.519 -0.493 1.417 -0.1 0.0 0.0
H -4.180 -0.841 -0.270 0.0 -0.1 -0.1
```
Positions in Å, forces in eV/Å.

Calculated atomic charges, method Mulliken, unit e: atom 1 (C): -1.752, atom 2 (C): 0.492, atom 3 (C): 0.105, atom 4 (N): 0.289, atom 5 (C): 0.112, atom 6 (C): -1.156, atom 7 (C): -0.130, atom 8 (H): 0.497, atom 9 (H): 0.428, atom 10 (H): 0.529, atom 11 (C): -1.089, atom 12 (H): 0.255, atom 13 (H): 0.360, atom 14 (C): 0.581, atom 15 (O): -0.553, atom 16 (H): 0.386, atom 17 (H): 0.183, atom 18 (C): -1.161, atom 19 (N): 0.393, atom 20 (C): 0.349, atom 21 (C): -1.011, atom 22 (C): -0.776, atom 23 (C): -0.928, atom 24 (C): -0.107, atom 25 (C): 0.382, atom 26 (C): 0.631, atom 27 (C): 0.038, atom 28 (C): -1.124, atom 29 (C): -0.841, atom 30 (C): -0.965, atom 31 (C): 0.321, atom 32 (H): 0.456, atom 33 (H): 0.515, atom 34 (H): 0.497, atom 35 (H): 0.519, atom 36 (H): 0.500, atom 37 (H): 0.436, atom 38 (H): 0.435, atom 39 (H): 0.457, atom 40 (H): 0.592, atom 41 (H): 0.261, atom 42 (H): 0.339, atom 43 (H): 0.398, atom 44 (H): 0.451, atom 45 (H): 0.405

Number 1: calculated total energy -1879.51229 Ha. Number 2: calculated total energy -1721.06103 Ha. Number 3: calculated total energy -2356.75609 Ha. Number 4: calculated total energy -997.39717 Ha.